Density functional theory data (ωB97M-V/def2-TZVPD) for a cluster of 3 separate species, C27H55F4N4O3S in total at a distorted geometry.

Its total charge is +1. The value obtained for the gap between HOMO and LUMO is 6.6 eV. The calculation puts the energy above the lowest of the compared OMol25 structures with the same formula, charge and spin at 1.0399 eV. The LUMO energy is -3.0 eV.

Element x y z (Å)
C 1.66187 1.13744 3.01871
C 1.62260 1.86308 2.05862
C 1.82787 2.62063 0.79878
N 1.26188 1.81253 -0.30966
C 0.65792 2.63780 -1.36183
C -0.55774 3.46190 -0.90723
C -1.91722 2.82995 -1.26114
O -1.86491 1.42249 -1.30913
C -3.13673 0.85939 -1.55389
C -3.05853 -0.65034 -1.37069
F -2.91551 -0.93413 -0.07331
F -2.07632 -1.22126 -2.05182
F -4.21109 -1.18967 -1.76197
C 1.73989 3.47752 -2.09609
N 2.53373 2.47211 -2.87679
C 3.24761 1.58764 -1.89452
C 4.18337 0.59459 -2.63402
S 3.44471 -0.20706 -4.06367
O 3.12206 0.73258 -5.11441
O 4.41165 -1.14672 -4.53585
C 2.31721 0.92632 -0.83388
C 1.65841 -0.40858 -1.28401
F 2.58651 -1.43959 -1.30153
C 0.60399 -0.82195 -0.22555
C 0.26284 -2.33277 -0.42953
H 1.87635 0.58112 3.90461
H 2.90771 2.78229 0.65232
H 1.36839 3.60820 0.90417
H 0.28775 1.93036 -2.12990
H -0.55499 3.65271 0.17223
H -0.52444 4.46199 -1.36298
H -2.61957 3.10817 -0.45421
H -2.33976 3.24617 -2.19304
H -3.45713 1.10222 -2.57753
H -3.83647 1.23106 -0.78978
H 2.39719 4.02796 -1.41372
H 1.29656 4.22765 -2.76195
H 1.87098 1.97711 -3.48204
H 3.23145 2.93164 -3.46865
H 3.92403 2.25529 -1.34042
H 4.53354 -0.19637 -1.95996
H 5.09697 1.08037 -3.00470
H 2.33476 -0.93660 -3.72658
H 2.96117 0.67711 0.02090
H 1.09549 -0.33977 -2.22912
H 1.01088 -0.72563 0.78720
H -0.31757 -0.24584 -0.31810
H 0.86306 -2.94133 0.25458
H -0.78829 -2.55992 -0.22804
H 0.45313 -2.65475 -1.46203
C 0.83887 -3.66040 -4.83883
C 0.63136 -5.09300 -4.37428
N -0.50362 -5.24198 -3.48230
C -0.53395 -6.52355 -2.79276
C -0.70766 -7.78849 -3.63787
C -1.78082 -4.77018 -3.99410
C -2.29249 -5.36810 -5.30893
H 0.89871 -2.97850 -3.98332
H 1.77477 -3.58526 -5.39624
H 0.03797 -3.32212 -5.49828
H 1.53389 -5.39966 -3.83837
H 0.55698 -5.74620 -5.25572
H -1.31863 -6.49690 -2.03125
H 0.40021 -6.61814 -2.22925
H -1.72608 -7.89349 -4.00864
H -0.50099 -8.66733 -3.02357
H -0.01987 -7.81751 -4.48396
H -1.71659 -3.68445 -4.12039
H -2.54329 -4.90659 -3.22276
H -1.52259 -5.39296 -6.08182
H -3.11228 -4.75574 -5.69182
H -2.68469 -6.37465 -5.17596
C -1.50491 3.18945 4.53330
C -1.50370 2.51451 5.89729
N -0.46529 3.01126 6.78022
C -0.25548 2.17739 7.95432
C -1.40391 2.05109 8.95931
C -0.46574 4.44621 7.01735
C -1.73924 5.07883 7.58859
H -0.51833 3.13250 4.06853
H -2.21657 2.68822 3.87388
H -1.80067 4.23830 4.59563
H -1.33590 1.44566 5.73501
H -2.50545 2.60728 6.34226
H 0.63756 2.52609 8.48076
H 0.00028 1.17137 7.60441
H -1.52988 2.95767 9.54899
H -1.18595 1.24326 9.66117
H -2.35147 1.81093 8.47533
H -0.23588 4.94699 6.07187
H 0.37646 4.69796 7.66691
H -2.63836 4.74670 7.06700
H -1.68646 6.16443 7.47836
H -1.85758 4.87400 8.65108


Density functional theory data (ωB97M-V/def2-TZVPD) for a structure of composition C27H55HfNO5S2Sb2Si3 at a distorted geometry.

The value obtained for the gap between HOMO and LUMO is 7.6 eV. The calculation puts the energy above the lowest of the compared OMol25 structures with the same formula, charge and spin at 0.7159 eV. The LUMO energy is 0.3 eV.

Element x y z (Å)
Hf 1.16628 -0.15848 0.65546
O 2.57850 -0.35450 2.96264
C 3.71231 0.48948 3.01289
C 4.25417 0.78836 1.62996
N 3.22344 1.32497 0.70718
C 2.72836 2.65207 1.17253
C 1.19421 2.70186 1.17366
O 0.68507 3.80614 1.86266
O 0.75969 1.49863 1.71948
C 3.78994 1.36723 -0.65806
C 3.25261 0.22939 -1.52929
O 3.89665 -0.30437 -2.39488
O 1.99252 -0.02289 -1.25455
H 2.85707 -1.27015 2.82381
H 4.50672 0.04634 3.62015
H 3.38793 1.39470 3.52658
H 4.63146 -0.13323 1.18076
H 5.08835 1.49836 1.70423
H 3.15110 3.44629 0.55275
H 3.08111 2.81849 2.19130
H 4.88065 1.33631 -0.63640
H 3.48990 2.29627 -1.14651
S 2.45373 -2.37964 0.64705
C 1.88706 -3.27341 2.06387
C 2.62550 -4.37810 2.49197
C 2.18957 -5.16394 3.54301
C 0.99651 -4.84996 4.18340
C 0.25988 -3.75450 3.77361
C 0.68870 -2.94880 2.71750
S -0.30711 -1.56931 2.26331
H 3.54744 -4.62066 1.97848
H 2.77366 -6.01830 3.85934
H 0.63990 -5.45674 5.00586
H -0.66512 -3.50586 4.27764
C -2.38049 -1.03907 -4.63681
Si -1.44047 0.10662 -3.47609
C 0.25404 0.46945 -4.20223
C -2.48128 1.67560 -3.40148
Sb -1.06423 -0.99784 -1.16364
Si -0.43932 -3.36431 -1.94239
C -1.77918 -4.00513 -3.11907
C -0.38256 -4.55198 -0.48698
C 1.19937 -3.23580 -2.84775
Si -3.38196 -1.39502 -0.15464
C -4.68824 -1.24521 -1.50740
C -3.46596 -3.11692 0.58286
C -3.70642 -0.10211 1.16990
H -2.64814 -0.43722 -5.51067
H -3.30275 -1.44329 -4.21910
H -1.76716 -1.86998 -4.98486
H 0.19839 1.37504 -4.81217
H 0.58365 -0.34559 -4.84803
H 1.01456 0.61756 -3.43830
H -2.66100 1.97196 -4.43929
H -1.99911 2.51465 -2.90389
H -3.45408 1.51883 -2.93355
H -2.77385 -3.60122 -2.93173
H -1.84178 -5.08901 -2.98724
H -1.53733 -3.81669 -4.16471
H -1.38869 -4.81639 -0.15771
H 0.17868 -4.19191 0.37302
H 0.09708 -5.46970 -0.84353
H 1.15818 -2.50436 -3.65559
H 1.43025 -4.20917 -3.29065
H 2.01875 -2.95029 -2.18808
H -4.65321 -2.07578 -2.21290
H -4.61125 -0.31610 -2.07182
H -5.67413 -1.25915 -1.03323
H -3.41501 -3.88949 -0.18649
H -4.41892 -3.23379 1.10570
H -2.66000 -3.28178 1.29844
H -3.85645 0.88641 0.73544
H -2.89566 -0.04101 1.89692
H -4.61887 -0.37323 1.70851
C 1.69142 5.71075 -0.86093
C 0.27988 5.14163 -0.81965
Sb 0.23329 2.99282 -0.82826
C 0.72088 3.73836 3.29341
C -0.49427 3.04701 3.87374
C -1.70823 2.72150 0.07234
C -2.51511 3.95705 0.42392
H 1.68321 6.79697 -0.97182
H 2.27491 5.30734 -1.69281
H 2.22575 5.48777 0.06445
H -0.28911 5.47167 -1.69148
H -0.24526 5.47524 0.07356
H 0.74661 4.78218 3.61390
H 1.64964 3.26773 3.63117
H -1.40483 3.52376 3.50674
H -0.48093 3.15572 4.96039
H -0.52273 1.98806 3.62431
H -1.51836 2.12525 0.96689
H -2.26467 2.08040 -0.61504
H -3.47713 3.67148 0.85998
H -2.72901 4.58276 -0.44529
H -1.99914 4.57492 1.16035


Density functional theory data (ωB97M-V/def2-TZVPD) for a cluster of 3 separate species, C27H55N6O7P2S3 in total at a distorted geometry.

As for the multiplicity: 3. Its total charge is +1. The value obtained for the gap between HOMO and LUMO (alpha / beta) is 6.0 / 6.6 eV. The LUMO energy (alpha / beta) is -4.3 / -4.3 eV.

Element x y z (Å)
C 0.78966 2.58229 6.16439
O 0.80808 3.65547 5.18503
C 0.53165 3.14598 3.87345
N 0.40033 4.24937 2.82100
C -0.91502 5.02520 2.97284
C -0.93710 6.09058 4.15672
C -2.42378 6.75990 4.13754
S -3.66958 5.66874 5.04084
C -4.90477 5.03552 3.78964
S -5.94758 6.06462 2.96685
N -4.88568 3.56492 3.53692
C -4.60668 3.01980 2.21927
C -4.67169 1.48947 2.40001
N -4.98175 1.22131 3.80404
C -5.12851 2.47753 4.46725
P 0.14289 3.32957 1.26486
N 1.22158 2.20096 1.00937
O -1.38604 2.51498 1.34960
O 0.14530 4.35489 -0.09635
P 1.84449 5.29055 2.73020
O 2.21972 6.08701 4.18573
O 1.68664 6.52019 1.53796
S 3.48585 4.31962 2.24888
H 1.64226 2.72309 6.91702
H 0.95018 1.54294 5.69411
H -0.19577 2.56752 6.75046
H -0.45994 2.57112 3.88429
H 1.36811 2.39993 3.61922
H -1.16648 5.60596 2.00301
H -1.81291 4.31830 3.14603
H -0.21260 6.96034 3.99021
H -0.80491 5.66686 5.20572
H -2.76683 6.90395 3.04855
H -2.41605 7.75485 4.69810
H -4.41060 3.64487 1.29164
H -4.50552 0.74996 1.55480
H -5.39214 2.60125 5.57708
H 1.66735 2.41053 0.09818
H -1.56224 2.06187 0.48810
H -0.10245 5.28246 0.12398
H 3.18501 5.99869 4.38207
H 2.52279 6.51286 0.99901
C -3.91580 -4.60281 0.01484
C -3.40208 -3.39634 -0.82425
C -2.21795 -3.82189 -1.72803
C -0.88312 -3.94943 -1.00591
C -0.58563 -2.68983 -0.20497
C -1.72307 -2.33753 0.77341
N -3.05951 -2.27167 0.10162
O -3.10239 -1.11401 -0.61289
C -1.73504 -3.38474 1.91368
C -1.36781 -1.01559 1.49519
C -4.58440 -3.06893 -1.77688
H -3.94305 -4.39562 1.08476
H -4.94986 -4.86430 -0.23116
H -3.31088 -5.50031 -0.13937
H -2.08986 -3.08483 -2.53144
H -2.44704 -4.76963 -2.22472
H -0.88135 -4.83290 -0.35948
H -0.08607 -4.11008 -1.73871
H 0.35540 -2.82255 0.33944
H -0.41607 -1.85868 -0.90100
H -2.55577 -3.19479 2.61410
H -0.80541 -3.34306 2.48826
H -1.81977 -4.41247 1.56100
H -1.18702 -0.18851 0.80458
H -0.45166 -1.12844 2.08501
H -2.16499 -0.71682 2.18382
H -5.45692 -2.70941 -1.22249
H -4.88830 -3.96294 -2.33124
H -4.32307 -2.31788 -2.52788
C 2.42692 -1.40573 -5.18542
C 2.92307 -2.24322 -3.97046
C 4.17794 -1.59503 -3.33446
C 5.47355 -1.84268 -4.09536
C 5.65703 -3.32856 -4.37068
C 4.44772 -3.94011 -5.10501
N 3.15053 -3.65314 -4.41331
O 3.08672 -4.45001 -3.31276
C 4.42484 -3.39896 -6.55561
C 4.69078 -5.45969 -5.28514
C 1.78237 -2.10542 -2.92622
H 2.32718 -1.99627 -6.09607
H 1.42382 -0.99815 -5.02216
H 3.08680 -0.56117 -5.40190
H 4.31280 -1.98429 -2.31702
H 4.02850 -0.51599 -3.22516
H 5.48482 -1.26836 -5.02739
H 6.31916 -1.47598 -3.50433
H 6.57029 -3.47753 -4.95610
H 5.82183 -3.84795 -3.41865
H 3.55593 -3.77908 -7.10379
H 5.31575 -3.71903 -7.10286
H 4.41528 -2.31034 -6.61535
H 4.86696 -5.97319 -4.33709
H 5.57641 -5.64089 -5.90367
H 3.84103 -5.93837 -5.78115
H 0.86144 -2.58391 -3.27454
H 1.55728 -1.04970 -2.73911
H 2.04641 -2.53711 -1.95619


Density functional theory data (ωB97M-V/def2-TZVPD) for a cluster of 7 separate species, C27H55NO7 in total at a distorted geometry.

The value obtained for the gap between HOMO and LUMO is 9.5 eV. The calculation puts the energy above the lowest of the compared OMol25 structures with the same formula, charge and spin at 12.3272 eV. The LUMO energy is 0.5 eV. Its SMILES is CNC(C)=O.C1CCOC1.C1CCOC1.C1CCOC1.C1CCOC1.C1CCOC1.C1CCOC1.

Element x y z (Å)
C -3.35939 0.26798 -1.83329
C -3.64565 0.52774 -3.26133
O -3.44264 1.63184 -3.84643
N -3.90121 -0.54651 -4.04674
C -4.07945 -0.59697 -5.49946
H -4.31453 0.44970 -1.34057
H -2.48491 0.82573 -1.49817
H -3.20802 -0.81145 -1.82990
H -4.04803 -1.46206 -3.64637
H -5.13089 -0.42522 -5.72983
H -3.87687 -1.64457 -5.72215
H -3.38949 -0.08002 -6.16639
C 0.83264 1.17071 -0.22530
C 0.95519 -0.26374 -0.55831
C -0.44356 -0.74596 -0.67048
O -1.22988 0.42563 -0.90402
C -0.59903 1.48365 -0.17882
H 1.36417 1.88511 -0.85397
H 1.32900 1.22249 0.74374
H 1.58264 -0.82989 0.13009
H 1.22498 -0.27690 -1.61431
H -0.77872 -1.09234 0.30716
H -0.66899 -1.57632 -1.33964
H -1.03472 1.47688 0.82029
H -0.75441 2.48231 -0.58702
C -2.75569 1.81368 3.14503
C -2.79255 2.59678 4.44206
C -2.68615 3.99688 3.90141
O -1.80712 3.80556 2.76317
C -1.59882 2.41645 2.46142
H -3.59464 1.92952 2.45883
H -2.55398 0.76414 3.35920
H -1.89980 2.61945 5.06700
H -3.72887 2.48231 4.98824
H -2.40718 4.83776 4.53639
H -3.70916 4.12248 3.54677
H -0.62166 2.04375 2.76859
H -1.63998 2.30481 1.37793
C -1.27239 -3.44895 0.01282
C -0.24917 -3.50311 1.17487
C 1.03766 -3.46200 0.36578
O 0.77716 -4.16327 -0.85315
C -0.62475 -3.86227 -1.29681
H -1.59784 -2.40896 -0.01151
H -2.07444 -4.11130 0.33854
H -0.24593 -4.48701 1.64395
H -0.41059 -2.72176 1.91753
H 1.89954 -3.90507 0.86473
H 1.35796 -2.42404 0.27545
H -1.20887 -4.71762 -1.63633
H -0.54773 -3.15173 -2.11980
C 3.32324 -0.89246 -1.94363
C 2.65174 -1.90268 -0.99692
C 2.83316 -3.24078 -1.71478
O 3.94564 -2.89960 -2.62414
C 4.55352 -1.66187 -2.46523
H 3.53337 0.09603 -1.53519
H 2.62672 -0.63089 -2.74021
H 1.60630 -1.66502 -0.80029
H 3.22317 -2.02196 -0.07641
H 1.83346 -3.54008 -2.02961
H 3.19062 -3.95197 -0.97012
H 4.96160 -1.07040 -3.28481
H 5.34492 -1.60196 -1.71812
C -0.22706 -0.30680 2.40487
C 0.22108 -0.76155 3.78426
C -0.42339 -2.03326 4.06908
O -1.68511 -1.83742 3.54072
C -1.54880 -0.99869 2.30396
H 0.38266 -0.77092 1.62967
H -0.12579 0.74660 2.14371
H -0.14073 0.01191 4.46172
H 1.31089 -0.77905 3.77388
H -0.57502 -2.16475 5.14045
H 0.02341 -2.89200 3.56805
H -2.25461 -0.22033 2.59391
H -1.78221 -1.38084 1.31019
C 2.99286 3.77023 0.01440
C 2.46240 4.23608 -1.31469
C 3.53104 3.75815 -2.31294
O 3.82894 2.41222 -1.86962
C 3.53464 2.31247 -0.48435
H 2.31177 3.79126 0.86516
H 3.83562 4.45212 0.12793
H 2.46368 5.32606 -1.32109
H 1.48146 3.81837 -1.54134
H 4.33043 4.47181 -2.51235
H 3.17904 3.71199 -3.34350
H 4.42508 1.98821 0.05422
H 2.87702 1.45743 -0.32771


Density functional theory data (ωB97M-V/def2-TZVPD) for a cluster of 5 separate species, C27H56N3O13S4 in total at a distorted geometry.

Its total charge is +1. The value obtained for the gap between HOMO and LUMO is 9.5 eV. The LUMO energy is -2.7 eV.

Element x y z (Å)
C -3.14314 2.09285 1.60050
C -2.07520 3.13405 1.70229
N -2.26948 4.17687 2.38480
C -0.78246 2.83227 0.96493
N 0.07535 1.84595 1.69896
C -0.07017 1.59805 3.16526
C 1.11561 2.19498 3.91015
C 2.26487 2.16495 2.85980
C 3.20176 3.34983 3.14234
C 2.71704 4.80701 3.01925
C 1.43322 5.09173 2.27163
O 3.79203 5.57422 2.46848
C 1.59534 1.86266 1.49463
C 2.05285 2.39986 0.16682
C 3.02597 3.35692 -0.02935
C 3.41124 3.74069 -1.30728
C 2.76529 3.14207 -2.37279
C 1.80142 2.18527 -2.08345
N 1.42797 1.79905 -0.87232
H -2.73134 1.10849 1.38403
H -3.76090 2.05895 2.48850
H -3.75499 2.34658 0.73416
H -1.46649 4.80390 2.35028
H -1.05634 2.36261 0.02517
H -0.27193 3.74903 0.70193
H -0.18369 0.95708 1.28495
H -1.05600 1.66869 3.60965
H 0.13659 0.52787 3.24576
H 1.32765 1.53762 4.74525
H 0.91581 3.17994 4.31913
H 2.84632 1.28471 3.08075
H 3.53068 3.22080 4.17006
H 4.10924 3.22526 2.55739
H 2.56883 5.18781 4.03100
H 0.57712 4.54587 2.65668
H 1.49927 4.92773 1.19909
H 1.19810 6.14810 2.40384
H 3.40853 6.28189 1.94334
H 1.78615 0.79832 1.35264
H 3.51906 3.83583 0.79918
H 4.17319 4.48889 -1.45037
H 3.01059 3.41523 -3.38503
H 1.29333 1.72232 -2.91969
O 1.84045 -3.13575 -2.64333
S 0.90210 -2.77018 -1.63053
O 0.96258 -3.37820 -0.33191
O -0.56271 -2.90554 -2.19951
C -0.95763 -4.17431 -2.78900
C -1.24425 -5.23169 -1.74338
C 0.89797 -1.01623 -1.42867
H -0.19756 -4.50755 -3.49582
H -1.86057 -3.96674 -3.35746
H -0.34024 -5.51751 -1.20700
H -1.65199 -6.12193 -2.22036
H -1.95845 -4.86176 -1.00756
H 0.81263 -0.55217 -2.40526
H 1.83602 -0.73923 -0.95914
H 0.06130 -0.74353 -0.79282
O -7.49103 2.07447 0.62465
S -7.32423 2.21261 2.03913
O -6.61132 1.22038 2.78723
O -8.73611 2.47099 2.70409
C -9.80120 1.52830 2.43080
C -9.64694 0.23513 3.20424
C -6.63333 3.79347 2.39488
H -9.86357 1.34830 1.35700
H -10.71496 2.03673 2.72917
H -8.77609 -0.32687 2.86969
H -10.52924 -0.38872 3.06388
H -9.51890 0.43690 4.26740
H -7.19172 4.55017 1.85142
H -5.59655 3.77833 2.06644
H -6.68333 3.96362 3.46689
O 3.63357 -1.34896 3.46216
S 3.86903 -2.71708 3.07082
O 3.64459 -3.77037 4.00525
O 5.33686 -2.82651 2.49205
C 6.43519 -2.35043 3.30823
C 6.78359 -3.30598 4.43052
C 2.99374 -3.04618 1.58620
H 6.20456 -1.35380 3.68793
H 7.27580 -2.25219 2.62520
H 5.98325 -3.36460 5.16664
H 7.68814 -2.97001 4.93683
H 6.94538 -4.31055 4.04157
H 3.19006 -2.24886 0.87548
H 1.93843 -3.08153 1.83766
H 3.31096 -4.00559 1.18973
O -1.48325 -3.82442 -8.14301
S -0.57324 -4.92637 -8.06814
O -0.29229 -5.54337 -6.80741
O 0.79456 -4.51192 -8.76039
C 1.44103 -3.30331 -8.30847
C 2.13961 -3.47835 -6.97429
C -1.04403 -6.16414 -9.22415
H 0.71492 -2.48954 -8.27633
H 2.16712 -3.06126 -9.08152
H 1.42551 -3.64927 -6.16995
H 2.71453 -2.58356 -6.73453
H 2.81142 -4.33565 -7.00265
H -1.22654 -5.69476 -10.18644
H -1.95358 -6.62483 -8.84569
H -0.24834 -6.90096 -9.29079


Number 1: total energy -62688.55576 eV, M 591.82 g mol⁻¹. Number 2: total energy -100311.62424 eV, M 1044.14 g mol⁻¹. Number 3: total energy -103232.87818 eV, M 733.92 g mol⁻¹. Number 4: total energy -44698.20712 eV, M 505.74 g mol⁻¹. Number 5: total energy -103327.36289 eV, M 759.02 g mol⁻¹.